# 1
C29H46BrNOP2Pb | ωB97M-V with the def2-TZVPD basis set

charge: +2
molecular weight: 773.7 g mol⁻¹
electronic energy: -128203.1853 eV
lowest unoccupied orbital energy (alpha / beta): -8.186 / -9.880 eV

```
81
Properties=species:S:1:pos:R:3:forces:R:3
C -0.62931 6.94672 -3.69680 0.19 -0.02 -0.16
C -0.74662 5.56230 -3.96667 -0.21 0.70 -0.87
C -1.11324 5.21100 -5.28797 0.13 0.20 -0.08
C -1.25768 6.22092 -6.25538 0.06 -0.13 0.58
N -1.09715 7.51848 -5.99024 0.08 -0.20 0.11
C -0.79617 7.87175 -4.74151 -0.08 -0.54 0.27
C -0.51122 4.57141 -2.94611 0.06 -0.24 0.96
C -0.32119 3.82335 -2.00043 -0.25 1.29 -1.57
C -0.39935 2.87007 -0.96361 0.37 0.26 -0.33
C 0.57386 2.78191 0.05855 -0.21 -0.39 0.15
C 0.45794 1.73659 0.98105 0.80 1.47 -0.81
C -0.63818 0.95849 0.85781 -1.23 0.13 0.58
C -1.73333 1.12788 0.02643 -0.03 1.31 -1.06
C -1.52712 2.03053 -1.03127 -0.51 -0.52 0.59
Pb -0.84219 -1.30103 0.39265 -0.65 -1.31 0.67
P 1.89350 -1.42283 1.22652 1.84 -0.51 -0.06
H -1.27370 4.17706 -5.59881 0.16 0.26 0.27
H -0.39216 7.32798 -2.70169 -0.01 -0.30 -0.28
H -1.50645 5.98414 -7.29252 0.04 -0.09 0.37
H -0.67666 8.94421 -4.56830 -0.05 -0.36 0.08
H -2.24405 2.11466 -1.87276 0.54 0.06 0.77
H 1.39965 3.49801 0.18534 -0.52 -0.32 -0.46
H -2.67119 0.57516 0.10668 0.10 0.07 0.03
H 1.17486 1.64916 1.76820 0.07 -0.20 0.23
C 2.38291 -2.99162 2.04805 -0.67 -0.11 0.31
C 3.35429 -3.88012 1.28001 0.35 -0.18 -0.26
H 1.44133 -3.52567 2.26088 0.36 0.08 0.01
H 2.81325 -2.71208 3.02235 -0.28 0.04 -0.22
H 3.54904 -4.78430 1.86591 -0.08 0.16 -0.05
H 2.96264 -4.20874 0.31306 0.01 0.00 0.19
H 4.31999 -3.39345 1.10708 -0.24 -0.11 0.02
C 1.99760 -1.68393 -0.63759 -0.89 0.10 -0.12
C 2.97534 -0.80471 -1.38732 0.34 0.21 -0.04
H 1.00004 -1.44598 -1.08157 0.78 -0.28 0.14
H 2.14591 -2.75905 -0.82851 -0.03 0.40 0.17
H 2.78476 -0.93677 -2.45678 0.19 0.02 0.12
H 2.81740 0.25631 -1.15691 0.13 -0.22 -0.09
H 4.00808 -1.08367 -1.16857 -0.11 0.17 -0.16
C 3.19175 -0.19418 1.69979 -0.74 0.58 0.07
C 4.60183 -0.77623 1.73022 0.29 -0.25 -0.02
H 2.89540 0.18293 2.69439 0.15 -0.12 -0.36
H 3.12433 0.65705 1.00217 -0.01 -0.34 0.26
H 5.31165 0.02997 1.94822 -0.19 -0.12 -0.01
H 4.71293 -1.53637 2.51048 0.01 0.18 -0.15
H 4.89365 -1.21845 0.77150 -0.04 0.13 0.23
Br -0.90037 -1.33885 3.13314 0.46 -0.37 -0.38
P -2.51439 -3.45996 -1.48747 -0.69 -0.87 -0.36
C -0.68498 -3.70076 -1.50923 0.57 -0.21 0.44
C -0.33736 -5.15914 -1.81262 0.12 -0.14 -0.11
H -0.17991 -3.46260 -0.54917 -0.11 -0.21 -0.41
H -0.25738 -3.03764 -2.27674 -0.15 -0.08 0.09
H 0.71925 -5.25389 -2.08565 -0.14 -0.06 0.04
H -0.51793 -5.79030 -0.93519 -0.05 0.06 -0.20
H -0.94718 -5.53452 -2.63910 0.14 0.00 0.12
C -3.11552 -3.29189 0.26030 0.06 0.14 0.44
C -4.50152 -3.95674 0.42481 0.09 0.05 0.07
H -3.21476 -2.22777 0.56633 -0.14 -0.34 0.06
H -2.39540 -3.75904 0.95382 -0.13 0.04 -0.18
H -4.71125 -4.12557 1.48819 -0.02 0.08 -0.26
H -5.28148 -3.29986 0.02028 0.12 -0.27 0.03
H -4.54168 -4.92366 -0.09843 0.04 0.36 0.16
C -2.77385 -1.81894 -2.25720 -0.04 0.26 -0.08
C -3.04035 -2.01617 -3.75176 -0.08 0.26 -0.25
H -1.92460 -1.13625 -2.10334 -0.13 0.09 -0.20
H -3.64986 -1.36186 -1.78397 0.01 -0.05 0.01
H -3.47011 -1.11556 -4.19616 0.11 -0.03 0.01
H -2.12738 -2.25356 -4.30080 0.00 -0.03 0.05
H -3.74452 -2.83429 -3.92069 0.06 0.09 0.10
C -0.58586 2.13363 5.79257 0.36 0.44 -0.43
C 0.73101 1.35090 6.00173 -0.46 -0.25 -0.31
C 1.28307 1.18148 4.58224 0.68 0.06 -0.16
O 0.30388 1.64089 3.65027 -0.01 0.31 0.38
C -0.94003 1.84641 4.32719 -0.30 -0.36 0.28
H -1.38703 1.83030 6.46434 0.10 0.06 0.04
H -0.38811 3.20761 5.92041 -0.20 -0.29 0.02
H 0.52940 0.36083 6.40804 0.02 0.09 0.26
H 1.43314 1.88594 6.64059 -0.12 -0.17 0.03
H 2.20126 1.78043 4.44581 -0.31 -0.12 -0.08
H 1.53922 0.12962 4.33106 -0.20 0.33 0.34
H -1.50149 0.89615 4.25107 -0.09 0.53 0.14
H -1.51295 2.64582 3.81930 0.42 -0.35 0.25
```
Forces are in eV/Å.

=====

# 2
C48H72O36 | ωB97M-V with the def2-TZVPD basis set

SMILES string: C[C@H]1COC(=O)O1.C[C@H]1COC(=O)O1.C[C@H]1COC(=O)O1.C[C@H]1COC(=O)O1.C[C@H]1COC(=O)O1.C[C@H]1COC(=O)O1.C[C@H]1COC(=O)O1.C[C@H]1COC(=O)O1.C[C@H]1COC(=O)O1.C[C@H]1COC(=O)O1.C[C@H]1COC(=O)O1.C[C@H]1COC(=O)O1
charge: 0
molecular weight: 1225.1 g mol⁻¹
electronic energy: -124656.7836 eV
lowest unoccupied orbital energy: 0.222 eV

```
156
Properties=species:S:1:pos:R:3:forces:R:3
C -0.52594 -1.45794 4.39065 0.08 -0.07 -1.10
C -0.27892 -2.81862 5.06095 0.75 0.65 -1.53
C -1.10770 -3.91024 4.42332 0.50 -1.95 1.43
O -0.26052 -4.58580 3.46467 0.55 1.30 -0.96
C 1.02268 -4.21077 3.69627 1.22 -3.02 0.87
O 2.03196 -4.79866 3.31793 -2.05 1.32 -0.49
O 1.09434 -3.37112 4.70740 -1.25 2.44 1.36
H -0.55721 -1.54074 3.27121 0.37 -0.24 0.90
H 0.16494 -0.66218 4.66200 0.25 -0.17 0.12
H -1.52486 -1.07609 4.60141 -0.15 -0.24 0.44
H -0.40816 -2.73505 6.15740 0.49 -0.37 -0.66
H -2.07447 -3.65354 4.02666 -0.03 0.23 -0.45
H -1.18621 -4.69507 5.18683 -0.71 0.16 0.03
C 4.31970 -2.38778 3.80807 0.90 2.00 0.10
C 5.30361 -3.50045 3.72827 0.89 -0.37 -0.40
C 4.96633 -4.60250 2.78466 -1.73 -2.32 0.01
O 6.16565 -4.95632 2.09839 -0.22 -0.01 -0.33
C 6.98366 -3.89832 2.12350 -1.53 -0.07 2.05
O 7.98208 -3.79998 1.51065 0.79 0.66 -0.46
O 6.47189 -3.01577 3.07040 1.98 0.83 -1.52
H 4.92227 -1.46254 4.05005 -0.66 -0.85 0.06
H 3.61442 -2.53854 4.59252 -0.66 -0.13 0.45
H 3.80961 -2.12554 2.87350 0.04 -0.51 0.05
H 5.66594 -3.83180 4.68919 -0.28 -0.17 0.57
H 4.22493 -4.19031 2.11873 -0.11 -0.08 -0.78
H 4.51800 -5.56113 3.15524 0.51 1.10 0.09
C -1.65638 0.52290 -6.36134 0.32 -0.85 0.36
C -2.65368 -0.36875 -5.57419 1.47 1.36 -0.94
C -2.34217 -0.44203 -4.11264 0.24 0.35 0.28
O -3.67022 -0.66637 -3.54802 0.61 1.49 -0.38
C -4.47559 0.07052 -4.35145 -4.30 -1.37 -0.52
O -5.66816 0.28514 -4.10119 3.27 0.02 -0.26
O -3.95874 0.20942 -5.60998 -0.16 0.22 1.42
H -1.87161 0.49185 -7.42254 -0.33 0.18 -0.19
H -0.64209 0.05995 -6.29826 -0.58 0.43 0.27
H -1.62856 1.56648 -5.99901 -0.07 -0.63 -0.04
H -2.65815 -1.37675 -5.97367 -0.39 -0.19 -0.39
H -1.88861 0.51017 -3.74176 -0.49 -0.97 -0.06
H -1.73922 -1.31015 -3.93965 0.38 -0.29 0.64
C 4.16812 5.03394 3.36775 -0.94 1.69 1.03
C 3.89047 3.67785 2.83025 0.04 -1.19 -2.02
C 4.46207 2.53497 3.66067 -0.36 0.64 1.94
O 3.30827 2.25515 4.52287 0.12 -0.72 0.39
C 2.20407 2.56828 3.85652 0.65 0.95 -1.97
O 1.07951 2.24628 4.01505 -1.48 -1.10 1.59
O 2.48234 3.34802 2.79742 0.81 0.57 0.43
H 5.21933 5.11866 3.57142 0.56 0.00 0.35
H 3.56701 5.33794 4.28856 0.83 -0.93 -0.87
H 3.95138 5.85581 2.68646 -0.20 -0.33 -0.45
H 4.16088 3.54295 1.75972 0.35 0.46 0.78
H 5.28077 2.77689 4.36120 -0.38 0.34 -0.48
H 4.74237 1.62054 3.18724 -0.16 -0.39 -0.86
C 5.69206 -1.91658 -0.70415 -0.09 -0.02 0.78
C 5.22321 -0.54716 -0.29048 0.21 0.36 -0.72
C 5.82539 0.00603 0.94301 1.55 0.82 1.11
O 5.93288 1.44587 0.71113 -0.26 -1.67 -0.51
C 5.92508 1.58323 -0.64762 0.79 1.12 1.67
O 6.20993 2.62859 -1.12429 -0.11 0.81 -1.16
O 5.65321 0.46395 -1.26877 -0.75 -1.23 -0.33
H 6.77623 -2.09111 -0.59888 -0.37 0.37 -0.22
H 5.34517 -2.12137 -1.72156 0.02 -0.25 0.33
H 5.21502 -2.54856 0.06494 0.04 -0.37 -0.65
H 4.15739 -0.51951 -0.17134 -0.70 0.09 -0.59
H 6.81689 -0.44562 1.03418 0.29 0.41 0.24
H 5.32781 -0.08222 1.89047 -0.60 -0.51 0.06
C 3.85461 -3.06216 -4.36314 -0.12 1.80 0.19
C 2.77822 -1.93900 -4.22812 1.39 -0.88 -0.62
C 1.42467 -2.43834 -3.83485 -0.75 1.21 -1.15
O 0.91126 -1.34411 -3.08831 0.21 1.10 0.57
C 1.95383 -0.51118 -2.68712 -0.41 -3.81 -0.52
O 1.82460 0.28403 -1.84264 0.17 2.05 0.77
O 3.09964 -1.00497 -3.20277 0.10 0.87 0.51
H 4.76776 -2.57656 -4.75983 -0.30 -0.48 0.35
H 3.47203 -3.71534 -5.13225 0.04 -0.55 -0.10
H 4.07301 -3.58998 -3.40957 -0.33 0.36 -0.67
H 2.72775 -1.33406 -5.13065 0.05 -0.24 -0.40
H 1.51979 -3.32804 -3.26155 -0.38 -0.78 0.73
H 0.73105 -2.52414 -4.68700 0.46 -0.57 0.27
C -6.49199 -1.00715 2.64136 0.08 0.66 0.79
C -5.69247 -1.88802 1.77877 0.45 -0.86 -2.54
C -5.15212 -1.09088 0.55840 0.70 0.88 1.32
O -3.72263 -1.40654 0.58158 -0.87 0.03 -0.94
C -3.46223 -2.30652 1.53503 1.33 0.50 0.09
O -2.39311 -2.83819 1.70119 -0.50 0.32 -0.23
O -4.48104 -2.44146 2.36034 -1.42 -0.12 0.81
H -7.19614 -0.39515 2.04862 0.25 -0.48 0.13
H -5.75197 -0.29028 3.03545 -0.64 -0.13 0.43
H -7.04183 -1.57926 3.38908 0.12 0.34 0.23
H -6.22778 -2.76046 1.37334 -0.11 0.18 0.42
H -5.27953 0.01024 0.74469 0.33 -1.06 -0.26
H -5.63221 -1.36627 -0.37433 0.38 -0.14 -0.15
C -5.16115 2.29208 -0.96127 1.59 -0.07 -0.51
C -4.55140 3.38627 -1.87772 0.22 -0.63 0.11
C -3.55707 4.31914 -1.24492 1.24 0.37 1.05
O -2.26090 3.79043 -1.66658 -0.39 -0.11 0.53
C -2.45090 2.98822 -2.71541 -1.31 0.53 0.33
O -1.59594 2.52526 -3.38484 1.56 -0.50 -0.70
O -3.75351 2.77887 -2.97535 -0.90 0.52 1.11
H -4.38728 1.66305 -0.43123 -0.48 0.60 -0.93
H -5.75477 1.68480 -1.63452 -0.21 -0.41 0.19
H -5.74546 2.69247 -0.14772 -0.38 0.44 0.00
H -5.32012 4.01125 -2.29034 -0.59 -0.19 -0.64
H -3.66096 4.26875 -0.13726 0.39 0.18 -0.82
H -3.51840 5.37241 -1.58000 -0.60 -0.55 0.07
C -1.29369 4.65888 2.07550 0.78 -0.45 0.66
C -1.93797 3.34263 1.79062 -1.16 0.37 -0.22
C -1.70525 2.21901 2.77451 1.35 -0.65 -1.07
O -2.86675 1.38180 2.51879 0.82 -0.07 1.15
C -3.86546 2.22581 2.29610 -0.42 0.01 -2.14
O -5.00929 1.90472 2.19127 -0.97 -0.41 0.78
O -3.43822 3.42124 1.89701 1.12 0.55 0.44
H -1.39061 5.40157 1.28163 -0.19 -0.17 0.11
H -0.20918 4.40518 2.14815 -0.58 0.53 0.16
H -1.68058 5.02087 3.04099 0.37 0.15 -0.34
H -1.76439 3.06899 0.74358 0.18 -0.27 0.33
H -1.68429 2.52568 3.80675 -0.20 0.31 0.40
H -0.74925 1.68285 2.58523 -0.93 0.24 0.06
C 1.55688 4.83586 -3.11660 0.42 -1.30 0.11
C 1.52616 3.80184 -1.98949 -1.04 -0.25 0.28
C 2.86619 3.40067 -1.34023 -0.34 0.48 0.61
O 3.05094 4.46914 -0.32457 -0.14 -0.90 -1.34
C 1.85148 5.00228 -0.12108 -0.78 0.97 0.87
O 1.59747 5.84321 0.68590 0.44 0.45 0.73
O 0.88910 4.53801 -0.91538 0.12 -0.98 -0.26
H 1.95566 5.72851 -2.69760 0.45 0.93 0.13
H 0.51146 5.00163 -3.35123 0.01 0.12 -0.51
H 2.17820 4.52865 -3.96737 -0.42 0.02 0.04
H 0.80835 2.99682 -2.25142 0.86 0.10 0.24
H 3.62476 3.47577 -2.09114 0.84 -0.01 -0.06
H 2.94685 2.46194 -0.76365 -0.49 0.26 -0.65
C -1.13706 0.43172 -0.45076 -0.55 0.13 -0.80
C -0.32708 -0.10356 0.67073 0.46 0.86 1.58
C 0.45465 -1.34186 0.36622 0.27 -1.44 -0.31
O 1.78199 -1.13089 0.89405 -1.03 0.46 0.09
C 1.89554 0.17002 1.23343 -3.07 -0.39 -1.52
O 2.91465 0.62431 1.56290 2.21 1.59 1.15
O 0.69640 0.87750 1.04711 1.95 -1.61 0.07
H -1.66694 1.34253 -0.18044 -0.26 -0.18 0.28
H -1.85587 -0.35535 -0.72276 0.07 0.37 -0.19
H -0.52417 0.74074 -1.31451 -0.02 -0.57 0.35
H -0.86228 -0.24377 1.62209 -0.50 -0.03 -0.60
H 0.51188 -1.50244 -0.69217 0.26 0.08 -0.64
H 0.05039 -2.28135 0.75847 -0.07 0.41 0.38
C -6.57091 -3.14048 -2.22275 -0.69 -0.34 0.04
C -5.30588 -3.89191 -2.46013 -0.20 -0.25 -0.17
C -4.79859 -3.77151 -3.85327 0.06 0.51 -0.91
O -3.39550 -3.84376 -3.70705 1.14 -0.20 0.53
C -3.07347 -3.43390 -2.42146 -2.00 -0.42 -1.89
O -1.99740 -3.16443 -2.05680 1.59 0.28 0.60
O -4.21258 -3.35019 -1.73021 -0.04 0.08 1.47
H -6.94607 -3.33928 -1.22664 -0.11 0.04 0.30
H -7.33487 -3.52553 -2.92016 0.25 0.29 0.17
H -6.44610 -2.07361 -2.35595 0.04 0.23 -0.23
H -5.44435 -4.95396 -2.22041 0.23 0.13 0.29
H -4.99583 -2.79151 -4.29382 -0.43 -0.03 0.02
H -5.17615 -4.55866 -4.48859 0.14 -0.20 -0.30
```
Forces are in eV/Å.